Entry from OMol25: C32H19CeCl5FN2O2PS3 as an isolated structure (ωB97M-V with the def2-TZVPD basis set).

```
! wB97M-V def2-TZVPD RIJCOSX def2/J DEFGRID3
* xyz 0 1
Ce 11.259 12.027 13.519
Cl 6.607 10.397 18.239
C 7.713 11.333 17.405
C 8.461 12.273 17.997
Cl 8.081 12.799 19.592
C 9.653 12.792 17.379
Cl 10.718 13.893 18.243
C 9.842 12.510 16.058
O 10.849 13.057 15.284
C 9.032 11.592 15.409
O 9.345 11.234 14.207
C 7.928 11.073 15.989
Cl 6.793 10.073 15.193
Cl 7.513 13.251 11.649
C 7.688 12.970 9.933
C 7.840 13.987 9.016
C 8.101 13.679 7.687
C 8.049 12.379 7.249
C 7.917 11.353 8.239
C 7.814 11.625 9.584
P 7.945 10.241 10.794
C 7.919 8.771 9.788
C 8.962 8.205 9.076
C 8.773 7.000 8.387
C 7.623 6.243 8.569
C 6.564 6.774 9.304
C 6.783 7.988 10.034
C 9.803 10.276 11.080
C 10.343 9.251 11.942
C 11.727 9.217 12.078
C 12.581 10.117 11.484
C 12.058 11.135 10.790
C 10.678 11.244 10.636
H 7.948 14.963 9.415
H 8.364 14.403 6.911
H 8.254 12.014 6.283
H 7.918 10.348 7.863
H 9.906 8.731 8.986
H 9.604 6.546 7.798
H 7.486 5.291 8.081
H 5.599 6.257 9.332
H 5.955 8.298 10.664
H 9.750 8.567 12.415
H 12.152 8.485 12.788
H 13.652 9.965 11.673
H 12.632 11.865 10.410
H 10.173 12.079 10.109
S 11.685 9.436 19.080
C 12.237 9.868 17.567
S 13.271 11.302 17.211
C 13.142 11.052 15.554
N 12.400 10.020 15.198
N 11.980 9.279 16.358
C 11.248 8.067 16.122
C 10.089 8.068 15.320
C 9.388 6.912 15.036
C 9.863 5.757 15.588
C 10.887 5.643 16.526
C 11.625 6.779 16.712
S 13.918 12.052 14.331
H 9.765 9.041 14.933
H 8.436 6.850 14.457
H 9.271 4.868 15.407
H 11.245 4.706 16.925
H 12.461 6.821 17.359
F 11.530 13.670 12.527
*
```

The LUMO energy comes out at -0.0534 Ha. As for the total energy: -160622.2205 eV.

Entry from OMol25: C32H22BrF2N6O2ReS2 as an isolated structure (ωB97M-V with the def2-TZVPD basis set).

```
! wB97M-V def2-TZVPD RIJCOSX def2/J DEFGRID3
* xyz 1 2
Re 0.009 -0.185 0.090
N 0.312 2.491 -3.388
C -0.032 1.702 -2.370
S 1.262 1.238 -1.281
N -1.299 1.374 -2.247
N -1.530 0.538 -1.227
C -2.708 0.036 -1.069
C -2.892 -0.913 0.015
C -4.116 -1.521 0.273
C -4.205 -2.441 1.302
C -3.072 -2.733 2.046
C -1.888 -2.082 1.744
N -1.794 -1.190 0.759
H 1.282 2.645 -3.597
H -0.373 2.681 -4.102
H -3.514 0.290 -1.749
H -4.972 -1.278 -0.339
H -5.145 -2.931 1.517
H -3.096 -3.450 2.853
H -0.978 -2.282 2.295
F 4.797 -2.561 -0.956
C 3.970 -2.079 -0.026
C 2.802 -1.473 -0.429
C 1.916 -0.963 0.523
C 2.286 -1.049 1.887
C 3.482 -1.696 2.235
F 3.814 -1.829 3.531
C 4.338 -2.224 1.305
C 1.364 -0.442 2.810
C 1.548 -0.271 4.191
C 0.578 0.343 4.942
C -0.601 0.754 4.324
C -0.730 0.564 2.973
N 0.243 0.029 2.204
H 2.623 -1.381 -1.491
H 5.251 -2.722 1.593
H 2.456 -0.625 4.649
H 0.723 0.488 6.003
H -1.407 1.208 4.879
H -1.637 0.847 2.460
S -1.970 4.232 1.588
C -1.762 2.784 0.698
N -0.586 2.243 0.727
C 0.281 2.995 1.514
C 1.623 2.704 1.781
C 2.325 3.552 2.607
C 1.721 4.684 3.169
C 0.403 4.987 2.915
C -0.311 4.130 2.083
H -2.583 2.370 0.133
H 2.091 1.837 1.343
H 3.365 3.348 2.819
H 2.301 5.332 3.811
H -0.063 5.861 3.348
Br 1.582 -7.995 -3.118
C 1.222 -6.155 -2.878
C 0.937 -5.679 -1.604
C 0.675 -4.334 -1.433
C 0.706 -3.469 -2.522
C 0.998 -3.960 -3.792
C 1.251 -5.306 -3.976
C 0.494 -2.006 -2.354
O 0.718 -1.190 -3.223
O -0.034 -1.683 -1.188
H 0.924 -6.358 -0.764
H 0.453 -3.946 -0.448
H 1.027 -3.274 -4.626
H 1.474 -5.697 -4.958
*
```

As for the expectation value of S²: 0.76. The LUMO energy (spin up / spin down) comes out at -0.1440 / -0.1523 Ha. The value obtained for the energy relative to the best compared isomer or geometry (same formula, charge and spin) is 17.3 kcal/mol. As for the total energy: -145851.3446 eV.

Entry from OMol25: C32H22N4O7PPdS2Se as an isolated structure (ωB97M-V with the def2-TZVPD basis set).

```
! wB97M-V def2-TZVPD RIJCOSX def2/J DEFGRID3
* xyz -1 5
Pd 1.420 0.898 -1.253
C 0.393 1.489 5.211
C 0.428 0.136 4.928
C 0.704 -0.370 3.639
C 0.933 0.531 2.617
C 0.907 1.907 2.879
C 0.630 2.390 4.156
P 1.510 -0.002 0.955
C 0.708 -1.609 0.748
C 1.388 -2.761 0.377
C 0.651 -3.917 0.116
C -0.707 -3.981 0.321
C -1.379 -2.811 0.744
C -0.664 -1.646 0.951
C 3.222 -0.247 1.249
C 3.836 -0.574 2.460
C 5.229 -0.730 2.521
C 5.999 -0.630 1.371
C 5.408 -0.376 0.107
C 6.111 -0.282 -1.117
C 5.480 0.255 -2.215
C 4.117 0.524 -2.253
C 3.389 0.410 -1.099
C 4.014 -0.058 0.077
H 0.289 1.819 6.230
H 0.173 -0.563 5.715
H 0.787 -1.445 3.489
H 1.071 2.596 2.047
H 0.591 3.454 4.339
H 2.479 -2.768 0.266
H 1.217 -4.788 -0.265
H -1.251 -4.926 0.221
H -2.457 -2.784 0.847
H -1.177 -0.756 1.249
H 3.248 -0.656 3.368
H 5.681 -0.860 3.512
H 7.088 -0.759 1.428
H 7.168 -0.523 -1.130
H 6.065 0.460 -3.119
H 3.614 0.869 -3.151
O 3.267 3.391 -3.156
S 1.887 3.019 -2.952
O 0.879 3.913 -3.475
O 1.664 1.591 -3.306
O 1.579 2.883 -1.324
Se 0.678 -4.020 -3.538
C 1.252 -2.453 -2.833
N 1.551 -1.404 -2.386
O -9.113 -1.374 -2.670
S -7.651 -1.306 -2.467
O -6.950 -1.111 -3.731
O -7.262 -2.206 -1.375
C -6.850 0.105 -1.618
N -7.675 0.970 -0.928
C -6.952 1.829 -0.171
C -5.569 1.890 -0.138
C -4.881 1.019 -0.984
N -5.554 0.096 -1.672
C -3.417 0.997 -1.190
C -2.654 2.080 -0.708
C -1.269 2.120 -0.906
N -0.645 1.082 -1.541
C -1.361 0.149 -2.162
C -2.768 0.065 -2.013
H -7.494 2.583 0.401
H -5.103 2.664 0.495
H -3.191 2.856 -0.232
H -0.650 2.943 -0.601
H -0.789 -0.551 -2.798
H -3.270 -0.736 -2.560
*
```

As for the expectation value of S²: 6.05. The LUMO energy (spin up / spin down) comes out at 0.0199 / -0.0909 Ha. The value obtained for the energy relative to the best compared isomer or geometry (same formula, charge and spin) is 50.9 kcal/mol. As for the total energy: -153613.8573 eV.

Entry from OMol25: C32H22N8O6STl as an isolated structure (ωB97M-V with the def2-TZVPD basis set).

```
! wB97M-V def2-TZVPD RIJCOSX def2/J DEFGRID3
* xyz 1 1
Tl 0.309 -0.180 -0.053
N 3.252 -3.605 0.418
C 2.458 -2.533 0.582
S 2.448 -1.387 -0.731
N 1.803 -2.494 1.723
N 0.982 -1.438 1.863
C 0.494 -1.168 3.011
C 0.822 -1.955 4.231
C 0.364 -3.264 4.341
C 0.656 -4.012 5.471
C 1.421 -3.459 6.491
C 1.892 -2.159 6.377
C 1.591 -1.406 5.250
C -0.458 -0.022 3.067
C -0.916 0.488 4.271
C -1.769 1.582 4.262
C -2.160 2.131 3.055
C -1.684 1.556 1.891
N -0.862 0.505 1.902
H 3.854 -3.677 -0.381
H 3.353 -4.248 1.185
H -0.212 -3.702 3.532
H 0.292 -5.029 5.553
H 1.654 -4.044 7.372
H 2.498 -1.728 7.165
H 1.973 -0.394 5.156
H -0.606 0.030 5.201
H -2.122 1.999 5.197
H -2.824 2.982 3.006
H -1.965 1.924 0.914
O 1.468 1.831 0.433
C 1.418 2.904 -0.171
C 0.461 3.294 -1.170
C 0.695 4.518 -1.816
C -0.129 4.929 -2.818
C -1.216 4.143 -3.224
C -1.471 2.953 -2.599
C -0.655 2.487 -1.537
O -0.977 1.380 -0.945
N 0.135 6.209 -3.493
O -0.527 6.460 -4.479
O 1.089 6.859 -3.114
H 2.190 3.653 0.063
H 1.532 5.141 -1.523
H -1.842 4.499 -4.030
H -2.314 2.338 -2.889
O -0.892 -5.843 -5.420
N -1.146 -4.659 -5.383
O -1.384 -3.960 -6.349
C -1.064 -3.985 -4.067
C -1.497 -4.687 -3.012
C -1.529 -4.088 -1.713
C -2.021 -4.774 -0.590
C -2.065 -4.140 0.621
C -1.604 -2.824 0.698
N -1.121 -2.167 -0.340
C -1.077 -2.779 -1.544
C -0.562 -2.051 -2.689
N -0.092 -0.811 -2.473
C 0.362 -0.103 -3.484
C 0.397 -0.603 -4.790
C -0.058 -1.871 -5.029
C -0.570 -2.635 -3.961
H -1.843 -5.702 -3.151
H -2.368 -5.795 -0.699
H -2.445 -4.631 1.507
H -1.638 -2.282 1.638
H 0.730 0.894 -3.262
H 0.787 0.010 -5.592
H -0.034 -2.280 -6.027
*
```

The LUMO energy comes out at -0.1315 Ha. The value obtained for the energy relative to the best compared isomer or geometry (same formula, charge and spin) is 0.0 kcal/mol. As for the total energy: -73265.4727 eV.

Entry from OMol25: a 2-piece molecular cluster, C32H23BF6O2S overall (ωB97M-V with the def2-TZVPD basis set).

```
! wB97M-V def2-TZVPD RIJCOSX def2/J DEFGRID3
* xyz 0 1
F 5.370 0.361 0.602
C 4.769 -0.373 1.609
F 5.381 -1.588 1.619
F 5.066 0.248 2.793
C 3.288 -0.452 1.366
C 2.761 -1.481 0.585
C 1.390 -1.522 0.351
C 0.544 -0.527 0.857
C -0.923 -0.798 0.985
B -1.635 -2.281 0.826
O -1.036 -3.549 0.895
C -1.898 -4.368 0.201
C -1.881 -5.740 0.128
C -3.015 -6.379 -0.410
C -4.119 -5.646 -0.848
C -4.137 -4.240 -0.756
C -3.017 -3.631 -0.224
O -2.909 -2.334 0.216
C -1.897 0.319 1.163
C -3.056 0.081 1.926
C -3.877 1.133 2.325
C -3.613 2.426 1.860
C -2.506 2.669 1.035
C -1.614 1.625 0.777
C 1.117 0.520 1.604
C 2.476 0.549 1.886
H 3.420 -2.252 0.188
H 0.959 -2.352 -0.207
H -0.941 -1.307 2.031
H -1.025 -6.296 0.493
H -3.015 -7.465 -0.484
H -4.985 -6.166 -1.267
H -5.001 -3.654 -1.075
H -3.279 -0.932 2.260
H -4.715 0.939 3.002
H -4.261 3.251 2.149
H -2.319 3.664 0.615
H -0.677 1.798 0.249
H 0.490 1.279 2.062
H 2.913 1.338 2.496
C -0.431 -0.989 -4.828
C -0.412 -0.070 -3.666
C -1.421 0.770 -3.210
C -0.971 1.691 -2.218
C 0.344 1.492 -1.825
C 1.240 2.363 -1.078
C 2.613 2.064 -1.060
C 3.501 2.781 -0.275
C 3.044 3.835 0.501
C 4.007 4.609 1.370
F 3.849 5.961 1.232
F 3.822 4.316 2.700
F 5.312 4.326 1.076
C 1.700 4.183 0.487
C 0.820 3.506 -0.353
S 1.007 0.126 -2.701
H -0.952 -0.515 -5.670
H 0.598 -1.219 -5.127
H -0.942 -1.930 -4.598
H -2.426 0.758 -3.625
H -1.587 2.478 -1.788
H 3.006 1.248 -1.673
H 4.549 2.508 -0.245
H 1.345 4.987 1.132
H -0.204 3.858 -0.442
*
```

The LUMO energy comes out at -0.0030 Ha. Its structure (SMILES) is FC(F)(F)c1ccc([C@H](B2Oc3ccccc3O2)c2ccccc2)cc1.Cc1ccc(-c2ccc(C(F)(F)F)cc2)s1. The value obtained for the energy relative to the best compared isomer or geometry (same formula, charge and spin) is 3.4 kcal/mol. As for the total energy: -65471.3840 eV.

Entry from OMol25: C32H23BrN5NaO2PSSe2 as an isolated structure (ωB97M-V with the def2-TZVPD basis set).

```
! wB97M-V def2-TZVPD RIJCOSX def2/J DEFGRID3
* xyz -1 1
Na -1.186 -0.427 -0.373
S -3.460 1.199 -2.117
C -1.844 1.276 -2.863
C -1.780 1.408 -4.253
C -0.539 1.402 -4.861
C 0.602 1.280 -4.077
C 0.435 1.163 -2.710
N -0.757 1.157 -2.112
H -2.691 1.518 -4.825
H -0.459 1.497 -5.937
H 1.591 1.259 -4.513
H 1.291 1.046 -2.054
Br 4.583 -0.393 -5.392
C 4.290 -2.049 -4.506
C 4.371 -2.104 -3.122
C 4.116 -3.298 -2.474
C 3.779 -4.441 -3.202
C 3.768 -4.376 -4.590
C 4.005 -3.178 -5.249
N 3.594 -5.721 -2.593
N 2.873 -5.884 -1.580
C 1.991 -4.908 -1.098
C 1.925 -4.798 0.287
C 1.308 -3.742 0.931
C 0.681 -2.696 0.208
O 0.207 -1.660 0.731
C 0.562 -2.927 -1.251
N -0.209 -2.049 -1.930
C -0.409 -2.228 -3.215
C 0.112 -3.324 -3.918
C 0.900 -4.218 -3.249
C 1.189 -4.022 -1.882
H 4.614 -1.217 -2.553
H 4.151 -3.340 -1.393
H 3.549 -5.276 -5.151
H 3.964 -3.125 -6.328
H 2.453 -5.550 0.864
H 1.334 -3.660 2.009
H -1.021 -1.488 -3.722
H -0.120 -3.456 -4.967
H 1.291 -5.089 -3.759
Se -3.312 2.213 -0.197
P -2.487 2.632 2.896
Se -1.462 0.717 2.477
C -1.142 3.851 3.222
C -1.535 5.125 3.635
C -0.598 6.112 3.895
C 0.755 5.843 3.733
C 1.156 4.585 3.310
C 0.214 3.595 3.057
C -3.099 2.471 4.630
C -2.318 1.965 5.668
C -2.823 1.890 6.955
C -4.120 2.316 7.224
C -4.907 2.813 6.198
C -4.396 2.888 4.907
H -2.591 5.343 3.757
H -0.922 7.093 4.219
H 1.491 6.613 3.931
H 2.209 4.368 3.176
H 0.530 2.615 2.721
H -1.316 1.614 5.452
H -2.208 1.493 7.753
H -4.515 2.251 8.230
H -5.921 3.137 6.399
H -5.013 3.266 4.099
O -3.293 -0.662 0.382
N -3.431 0.287 1.055
*
```

The LUMO energy comes out at 0.0724 Ha. The value obtained for the energy relative to the best compared isomer or geometry (same formula, charge and spin) is 22.8 kcal/mol. As for the total energy: -270379.5843 eV.

Entry from OMol25: C32H23Cl6GeNO4ReS as an isolated structure (ωB97M-V with the def2-TZVPD basis set).

```
! wB97M-V def2-TZVPD RIJCOSX def2/J DEFGRID3
* xyz 2 4
Re -0.170 0.188 0.643
O -0.241 0.007 2.618
N -0.662 1.023 3.428
C -0.542 0.785 4.752
C -0.937 1.742 5.641
C -1.460 2.941 5.154
C -1.574 3.141 3.795
C -1.159 2.154 2.908
S -1.218 2.326 1.184
H -0.132 -0.179 5.012
H -0.839 1.549 6.700
H -1.780 3.715 5.842
H -1.983 4.055 3.385
Cl -2.209 -1.193 0.836
C -0.927 -2.443 0.912
C 0.280 -1.848 0.634
C 1.371 -2.678 0.471
Cl 2.879 -1.992 -0.035
C 1.228 -4.055 0.652
Cl 2.566 -5.087 0.420
C -0.018 -4.596 1.009
Cl -0.186 -6.270 1.257
C -1.146 -3.773 1.130
Cl -2.707 -4.350 1.502
C 2.009 4.090 1.298
C 2.434 2.920 2.155
C 2.978 3.151 3.416
C 3.361 2.110 4.244
Cl 3.978 2.463 5.815
C 3.252 0.794 3.829
C 2.717 0.538 2.577
C 2.312 1.590 1.788
O 1.623 1.246 0.556
C 2.103 1.718 -0.716
C 1.272 1.103 -1.790
O 1.544 1.271 -2.934
O 0.212 0.320 -1.393
H 2.003 5.002 1.893
H 1.006 3.954 0.890
H 2.703 4.257 0.470
H 3.095 4.173 3.760
H 3.586 -0.014 4.468
H 2.624 -0.479 2.214
H 3.143 1.434 -0.842
H 2.000 2.793 -0.777
Ge -0.158 -0.834 -3.311
C -1.231 0.423 -4.175
C -2.605 0.513 -3.924
C -3.375 1.416 -4.641
C -2.780 2.215 -5.611
C -1.417 2.122 -5.870
C -0.636 1.232 -5.149
C -0.879 -2.475 -2.745
C -2.237 -2.686 -2.463
C -2.725 -3.975 -2.335
C -1.865 -5.063 -2.483
C -0.517 -4.866 -2.750
C -0.020 -3.572 -2.885
H 1.278 -1.045 -3.747
H -3.082 -0.118 -3.187
H -4.440 1.491 -4.453
H -3.385 2.915 -6.174
H -0.964 2.744 -6.633
H 0.428 1.173 -5.342
H -2.924 -1.853 -2.374
H -3.778 -4.138 -2.140
H -2.255 -6.070 -2.399
H 0.146 -5.716 -2.874
H 1.031 -3.428 -3.112
*
```

As for the expectation value of S²: 3.77. The LUMO energy (spin up / spin down) comes out at -0.2182 / -0.2776 Ha. As for the total energy: -187837.2938 eV.